Here is 12 unconnected molecules or ions with the total composition C56H124N4O8 in a non-equilibrium geometry from OMol25. Energies are from ωB97M-V/def2-TZVPD.

```
192
Properties=species:S:1:pos:R:3:forces:R:3:mulliken_charge:R:1
C -8.101 0.622 1.511 -0.6 -0.4 0.2 -0.770
C -6.763 1.013 0.878 -0.2 0.5 0.5 0.441
C -5.836 1.067 2.082 0.7 -1.0 0.2 -0.163
O -6.615 1.012 3.250 -0.5 1.0 1.0 -0.280
C -7.772 0.269 2.970 0.0 0.0 -0.6 -0.593
H -8.568 -0.238 1.030 -0.1 0.1 -0.2 0.294
H -8.798 1.459 1.492 0.0 0.0 -0.1 0.355
H -6.819 2.032 0.495 0.0 -0.3 -0.6 -0.022
H -6.413 0.295 0.136 0.0 0.2 -0.1 -0.053
H -5.197 1.950 2.098 -0.1 0.0 0.2 -0.253
H -5.222 0.169 2.154 0.5 -0.1 -0.5 0.218
H -8.561 0.510 3.682 0.1 0.2 0.0 0.334
H -7.574 -0.798 3.072 0.2 -0.3 0.0 0.357
C 2.487 1.732 6.735 0.7 0.3 -0.8 -0.826
C 1.033 1.332 6.373 1.1 -0.1 0.5 -0.909
C 0.385 2.669 5.952 0.9 -1.5 0.6 0.486
O 1.475 3.584 5.802 -1.2 1.4 -0.2 -0.314
C 2.753 2.974 5.855 -1.2 -1.1 0.5 -0.377
H 3.233 0.980 6.477 -0.2 -0.3 0.1 0.532
H 2.634 1.990 7.784 -0.2 0.0 0.0 0.330
H 0.567 0.936 7.276 -0.2 -0.2 -0.2 0.507
H 1.083 0.543 5.623 -0.3 0.2 -0.2 0.132
H -0.292 2.880 6.780 0.1 1.0 0.0 0.467
H -0.246 2.544 5.072 0.3 0.3 -0.4 -0.560
H 3.483 3.654 6.293 -0.2 0.2 -0.1 0.318
H 3.032 2.711 4.834 0.4 -0.2 -0.1 0.053
C -3.107 4.256 -0.938 0.6 0.3 1.2 0.796
C -3.820 4.909 -2.065 0.5 0.2 -1.3 -0.942
C -5.032 4.013 -2.289 0.8 1.1 1.1 -0.157
O -5.386 3.653 -0.911 -0.1 -0.7 -1.1 -0.439
C -4.266 3.888 -0.014 -0.1 0.9 -0.9 1.242
H -2.394 4.953 -0.497 -0.1 0.0 0.4 -0.267
H -2.504 3.382 -1.183 -0.3 -0.2 -0.4 -0.416
H -3.166 5.061 -2.924 -0.1 -0.4 -0.3 0.404
H -4.103 5.928 -1.804 -0.4 0.0 0.3 0.284
H -4.777 3.167 -2.926 -0.1 -0.3 0.3 -0.239
H -5.778 4.629 -2.791 -0.6 -0.4 0.4 0.420
H -3.998 3.053 0.634 -0.5 -0.2 -0.1 -0.882
H -4.612 4.752 0.554 0.5 -0.1 0.5 0.078
C -0.567 -5.374 2.253 -0.3 -0.7 0.2 -0.196
C -0.074 -3.954 2.511 0.2 -0.4 1.1 -0.431
C -0.870 -3.047 1.576 0.0 -1.5 0.2 1.752
O -1.734 -3.976 0.869 -0.1 0.4 -0.5 -0.083
C -1.936 -5.170 1.665 -0.2 1.2 -0.7 -1.077
H -0.557 -6.022 3.130 0.0 0.1 0.2 0.642
H 0.024 -5.903 1.507 0.2 0.2 -0.1 -0.291
H 1.014 -3.966 2.443 0.0 0.5 -0.3 -0.258
H -0.315 -3.648 3.529 0.2 -0.2 0.2 0.495
H -0.177 -2.501 0.935 -0.7 0.0 -0.5 -1.138
H -1.480 -2.368 2.171 0.1 0.2 -0.2 -0.358
H -2.310 -5.958 1.011 0.4 0.0 -0.3 0.427
H -2.764 -4.998 2.353 0.2 0.2 0.6 0.253
C 6.660 -1.860 -0.322 -0.4 -0.3 0.7 -0.270
C 5.691 -0.775 -0.754 -0.3 1.4 -1.4 0.663
C 6.400 -0.099 -1.996 -0.1 -0.2 1.5 -0.529
O 7.240 -1.127 -2.500 -0.3 -0.4 -0.7 -0.432
C 7.724 -1.881 -1.379 1.2 0.9 -0.4 -0.650
H 6.152 -2.821 -0.247 0.0 0.1 0.1 -0.127
H 7.116 -1.633 0.642 -0.1 -0.1 0.1 0.406
H 5.421 -0.004 -0.032 0.3 -0.1 0.3 0.356
H 4.735 -1.172 -1.094 0.0 -0.3 -0.1 -0.674
H 6.974 0.778 -1.698 0.7 -0.1 0.6 0.251
H 5.739 0.397 -2.707 -0.3 -1.1 -0.6 0.349
H 8.637 -1.386 -1.048 0.1 0.5 0.4 0.287
H 8.146 -2.857 -1.618 -0.8 -0.2 -0.7 0.388
C 3.295 4.928 -0.650 -0.4 1.0 0.1 -0.517
C 2.825 3.741 -1.451 0.7 -0.3 -1.3 0.538
C 3.992 2.778 -1.262 -0.7 0.5 1.5 0.091
O 4.225 2.962 0.169 0.3 -2.3 -0.8 -0.259
C 4.019 4.296 0.524 0.6 0.3 0.2 -0.373
H 2.494 5.588 -0.316 -0.1 -0.1 0.0 0.064
H 3.934 5.542 -1.284 0.3 0.0 0.1 0.413
H 2.797 3.970 -2.516 -0.5 0.2 0.0 0.398
H 1.879 3.322 -1.110 0.1 -0.1 0.0 -0.607
H 4.885 3.043 -1.828 0.1 0.4 -0.1 0.459
H 3.762 1.748 -1.535 -0.1 -0.1 0.6 -0.554
H 5.008 4.696 0.747 0.1 0.6 -0.2 0.385
H 3.474 4.346 1.466 -0.3 -0.1 0.0 -0.015
C 3.281 -5.908 1.764 -1.5 -0.8 -0.1 -0.352
C 4.480 -6.794 1.506 0.3 -0.5 0.5 -0.585
C 5.277 -6.010 0.552 0.3 1.8 -0.8 -0.263
O 5.054 -4.613 0.958 -0.7 0.0 -0.2 -0.206
C 3.667 -4.479 1.484 1.3 -0.9 -0.2 0.281
H 2.830 -5.985 2.754 0.2 -0.3 0.1 0.552
H 2.510 -6.214 1.057 -0.2 0.0 0.0 -0.330
H 4.236 -7.745 1.034 -0.2 -0.2 0.5 0.422
H 5.133 -6.917 2.369 -0.4 -0.3 0.3 0.355
H 5.025 -6.191 -0.493 -0.7 0.4 -0.2 -0.286
H 6.337 -6.263 0.536 0.2 0.5 0.6 0.463
H 2.954 -3.998 0.814 0.4 0.0 -0.6 -0.587
H 3.581 -3.924 2.418 1.0 0.4 -0.1 0.474
C 0.674 2.281 -4.017 -0.5 0.0 0.4 -0.259
C 0.445 1.066 -3.113 0.2 0.1 0.6 4.109
C 1.544 0.040 -3.528 -0.8 1.1 -0.6 0.266
O 2.385 0.770 -4.457 -0.1 0.3 -0.5 -0.457
C 1.594 1.792 -5.132 -0.5 -0.3 1.6 -0.837
H 1.111 3.028 -3.353 0.3 0.3 -0.7 -0.114
H -0.267 2.690 -4.386 0.0 0.0 -0.1 0.378
H -0.608 0.785 -3.119 0.2 -0.8 -0.3 -1.730
H 0.612 1.375 -2.081 0.1 0.0 0.1 -1.695
H 1.082 -0.840 -3.976 0.1 -0.1 -0.4 0.027
H 2.161 -0.327 -2.708 0.1 0.3 0.0 -0.356
H 1.013 1.371 -5.953 0.0 -0.2 -0.1 0.295
H 2.140 2.660 -5.502 0.8 -0.6 0.0 0.494
C -3.726 7.399 1.557 0.3 -0.4 0.2 -1.402
C -3.236 6.420 2.660 -0.1 -0.1 -0.4 -0.857
N -2.097 5.552 2.276 0.8 2.1 -0.3 1.165
C -1.689 4.548 3.238 -1.0 -0.9 -0.8 0.537
C -2.867 3.776 3.800 0.7 0.3 0.8 -1.988
C -0.949 6.479 2.053 -0.3 -0.1 -1.1 -1.019
C 0.337 5.837 1.549 -0.3 -0.4 0.3 -0.960
H -4.745 7.716 1.778 0.0 0.0 0.1 0.410
H -3.727 6.954 0.563 0.0 -0.2 0.0 0.112
H -3.116 8.301 1.501 0.0 0.0 0.1 0.467
H -2.967 7.049 3.509 0.1 0.1 0.5 0.522
H -4.079 5.803 2.971 0.1 -0.1 -0.1 0.405
H -1.145 3.790 2.674 0.6 0.2 -0.1 -0.663
H -1.044 4.929 4.030 0.1 0.2 0.3 0.480
H -3.334 4.397 4.565 -0.5 -0.3 0.0 0.546
H -3.577 3.435 3.046 0.0 0.1 0.0 0.174
H -2.406 2.919 4.291 -0.4 -0.2 0.2 0.566
H -0.727 7.121 2.905 -0.1 -0.1 0.7 0.388
H -1.252 7.192 1.285 -0.1 -0.1 -0.1 0.415
H 0.094 5.110 0.774 0.1 0.1 -0.2 -0.005
H 0.873 5.290 2.324 0.0 0.0 0.1 0.188
H 1.003 6.605 1.154 0.0 0.0 0.0 0.519
C -2.874 0.941 -4.775 -0.9 -0.6 -0.5 -1.063
C -2.866 -0.516 -4.343 0.5 -0.3 2.1 -0.821
N -3.083 -0.651 -2.839 0.1 -1.5 -1.0 0.894
C -4.379 -0.128 -2.418 0.6 1.8 0.0 1.304
C -5.635 -0.695 -3.038 0.4 -0.8 -0.1 -1.694
C -2.945 -2.071 -2.351 0.7 0.7 -0.4 -1.655
C -1.492 -2.605 -2.301 -0.5 0.6 -0.3 -0.116
H -2.498 0.961 -5.798 0.4 0.4 0.1 0.488
H -2.332 1.590 -4.087 0.1 -0.1 -0.2 -0.138
H -3.901 1.293 -4.870 -0.1 0.2 0.2 0.393
H -3.561 -1.153 -4.890 -0.3 0.1 -0.2 0.632
H -1.875 -0.922 -4.544 0.1 -0.1 0.1 0.272
H -4.345 -0.119 -1.328 -0.4 -0.4 0.1 -0.558
H -4.345 0.934 -2.662 -0.1 0.3 0.0 -0.523
H -6.561 -0.204 -2.739 0.2 -0.1 0.3 0.436
H -5.583 -0.610 -4.124 0.0 0.0 -0.1 0.391
H -5.637 -1.758 -2.798 -0.6 -0.1 -0.1 0.370
H -3.564 -2.776 -2.907 -0.1 -0.1 -0.4 0.443
H -3.354 -2.086 -1.341 0.1 0.0 0.1 0.491
H -1.519 -3.679 -2.118 0.1 0.1 0.4 0.382
H -0.934 -2.052 -1.544 0.0 -0.3 0.3 -0.687
H -0.924 -2.467 -3.221 -0.3 0.1 -0.3 0.579
C 3.671 -6.586 -4.946 -0.2 -1.0 -0.2 -1.554
C 3.403 -5.954 -3.603 -0.3 0.6 0.2 0.100
N 2.022 -6.024 -3.138 -0.4 -0.6 -1.3 0.092
C 1.596 -7.418 -2.897 -1.0 0.5 -1.0 -0.245
C 0.053 -7.555 -2.774 0.7 0.9 1.0 -1.146
C 1.701 -5.148 -2.005 0.1 0.1 -0.9 0.354
C 2.113 -3.674 -2.209 0.1 -0.2 -0.4 -1.545
H 3.632 -7.674 -4.884 -0.2 -0.1 -0.1 0.351
H 4.668 -6.383 -5.339 0.0 0.4 0.2 0.441
H 2.927 -6.269 -5.677 0.0 0.1 0.0 0.373
H 4.014 -6.404 -2.822 0.8 0.1 0.1 -0.002
H 3.647 -4.903 -3.759 0.1 0.0 0.6 0.234
H 1.902 -8.081 -3.706 0.4 0.3 -0.1 0.394
H 2.023 -7.812 -1.975 0.3 -0.1 0.4 0.199
H -0.100 -7.117 -1.788 -0.8 -0.6 0.3 0.077
H -0.557 -6.919 -3.415 0.4 -0.1 -0.5 0.327
H -0.298 -8.585 -2.838 0.1 0.1 0.2 0.422
H 2.188 -5.614 -1.148 -0.1 0.3 0.8 -0.017
H 0.615 -5.204 -1.945 0.1 0.1 0.6 0.069
H 1.817 -3.330 -3.201 0.0 -0.3 -0.3 0.542
H 3.190 -3.518 -2.148 0.0 -0.1 0.2 0.565
H 1.636 -2.942 -1.557 -0.1 -0.4 0.5 -0.134
C 1.153 2.211 1.979 -0.4 -0.1 0.2 0.312
C 0.436 0.924 2.362 -0.5 -0.5 -0.7 -1.688
N 0.077 0.045 1.229 0.6 -0.6 -1.0 0.946
C 1.231 -0.345 0.408 -0.1 -0.4 0.9 1.374
C 2.270 -1.066 1.286 0.1 0.1 -0.7 -1.418
C -1.019 0.521 0.379 0.1 -0.4 1.8 1.472
C -2.299 0.496 1.199 -0.9 0.7 0.0 0.735
H 1.327 2.825 2.863 0.3 -0.1 0.2 0.390
H 0.489 2.825 1.370 0.2 0.0 -0.4 -0.609
H 2.087 1.982 1.467 0.1 0.3 0.0 0.232
H 1.037 0.308 3.032 0.0 0.2 0.2 0.115
H -0.512 1.135 2.856 0.1 0.1 0.3 0.883
H 1.648 0.478 -0.172 0.6 0.7 0.4 0.029
H 0.934 -0.953 -0.447 -0.6 -0.7 0.3 -0.740
H 3.045 -1.500 0.654 0.3 0.3 0.0 -0.003
H 1.892 -1.914 1.856 -0.6 0.1 -0.1 0.117
H 2.699 -0.380 2.017 0.3 0.0 -0.2 0.356
H -0.739 1.520 0.044 -0.5 0.3 -0.6 -0.424
H -1.197 -0.163 -0.451 0.5 0.1 -0.2 -0.851
H -2.430 1.358 1.852 0.1 0.3 -0.1 -0.618
H -3.156 0.494 0.525 -0.2 0.1 -0.1 -0.686
H -2.432 -0.356 1.867 0.4 -0.3 -0.3 -0.064
```
Forces are in eV/Å.

total charge = -1
spin multiplicity = 2
<S²> = 0.750
energy above the lowest of the compared OMol25 structures with the same formula, charge and spin = 1.6 kcal/mol
lowest unoccupied orbital energy (spin up / spin down) = 2.20 / 2.19 eV